Entry from the Open Molecules 2025 dataset: a structure of composition C7H8O at a distorted geometry (wB97M-V/def2-TZVPD).

```
16
Properties=species:S:1:pos:R:3:forces:R:3:nbo_charge:R:1
C 2.726708 0.121344 0.224664 3.953 -0.097 -0.743 -0.61
C 1.426201 0.718908 -0.095941 5.245 4.582 0.188 -0.25
C 0.362661 0.051787 -0.108893 -4.698 -0.824 -1.030 -0.11
C 0.328475 -1.384784 -0.207387 -1.870 -2.688 0.079 -0.30
C -0.982030 -1.639771 0.114261 -0.296 -0.421 -1.999 0.12
C -1.093451 0.555644 -0.050248 2.947 1.727 -0.060 0.27
C -1.489911 1.807119 -0.068459 -0.654 5.411 0.449 -0.49
H 3.472465 1.394483 -0.028991 -1.000 -4.710 0.773 0.20
H 2.781468 -0.915795 -0.809952 0.945 3.018 3.438 0.21
H 3.101519 -0.297304 1.535030 -1.544 1.181 -4.488 0.26
H 1.712193 1.773386 -0.413681 -2.170 -0.999 0.865 0.23
H 1.111940 -2.224585 -0.751271 -2.431 2.815 2.224 0.27
H -1.492069 -2.602278 -0.083300 -0.047 0.944 0.691 0.21
H -2.530982 2.328353 0.144539 1.948 -2.128 -0.488 0.23
H -0.746583 2.733862 -0.139813 -1.168 -2.624 -0.139 0.21
O -1.885234 -0.446450 0.212433 0.842 -5.189 0.240 -0.46
```
Positions in Å, forces in eV/Å.

Output
LUMO energy = 0.00563 Ha
Electronic energy = -346.45175 Ha
Energy above the lowest of the compared OMol25 structures with the same formula, charge and spin = 850.0 kJ/mol
Gap between HOMO and LUMO = 8.07 eV